Formula: C5H12O
Source: OMol25
Level of theory: the ωB97M-V functional and the def2-TZVPD basis

```
18
C5H12O | OMol25 | the ωB97M-V functional and the def2-TZVPD basis
C 2.260 1.718 1.235
C 0.859 1.643 1.855
C -0.206 1.307 0.832
H 2.540 0.762 0.782
H 3.008 1.845 2.028
H 2.338 2.617 0.624
H 0.692 2.618 2.319
H 0.832 0.887 2.641
H -1.216 1.507 1.214
H -0.187 1.936 -0.062
H -0.142 0.272 0.494
O -2.265 -1.962 -0.400
C -2.263 -2.334 -1.546
C -1.025 -2.580 -2.330
H -3.237 -2.430 -2.069
H -0.144 -2.544 -1.680
H -0.785 -1.762 -3.026
H -1.056 -3.500 -2.914
```

The HOMO energy comes out at -0.368 Eh. The value obtained for the orbital gap is 11.01 eV. For the energy above the lowest of the compared OMol25 structures with the same formula, charge and spin, the calculation gives 20.0 kcal/mol. The spin multiplicity is 1.